Record 1
Formula: C2HN2OS2
Source: OMol25
Level of theory: ωB97M-V/def2-TZVPD

Values from the calculation:
ΔE to the lowest compared entry with this formula, charge and spin (eV): 1.013
Kohn-Sham gap (spin up / spin down) (eV): 6.54 / 6.54
LUMO level (spin up / spin down) (eV): 3.44 / 3.44
Charge: -1
SMILES string: O=C=NC(=S)N[S-]

Geometry as XYZ:
```
8
Properties=species:S:1:pos:R:3:forces:R:3
S 1.27690 -1.69646 0.03384 -0.128 -1.754 0.057
S -0.72708 2.07948 0.02468 0.007 1.183 0.059
O 4.56469 0.94154 -0.03860 0.560 -0.483 -0.141
N 2.24032 0.67332 0.04291 -0.908 1.233 0.327
N -0.12936 0.50469 0.08226 0.160 -1.666 -0.805
C 3.42390 0.68279 -0.01184 -0.262 0.873 0.260
C 1.07163 -0.05259 0.10360 -0.291 -0.154 -0.615
H -0.82047 -0.22433 -0.20183 0.861 0.766 0.859
```
Positions in Å, forces in eV/Å.

Mulliken charges, unit e, in atom order: S -0.5581; S -0.5594; O -0.5107; N -0.1450; N -0.2782; C 0.5372; C 0.2951; H 0.2190

Record 2
Formula: C27H61Br2N2O5P
Source: OMol25
Level of theory: ωB97M-V/def2-TZVPD

Values from the calculation:
Kohn-Sham gap (eV): 9.86
LUMO level (eV): 0.36
SMILES string: [H]/N=C(/C)CP(Br)(CCC(N)=O)(C[C@H](C)Br)OC[C@@H](C)C(C)C.CCOCC.CCOCC.CCOCC

Geometry as XYZ:
```
98
Properties=species:S:1:pos:R:3:forces:R:3
Br 5.42132 0.57764 -3.46112 2.279 -0.766 0.154
Br 2.70391 -3.37843 -5.01660 -0.258 0.897 0.777
P 3.18188 1.08598 -3.44442 -1.163 1.547 -1.324
O -2.94744 -2.31026 5.52170 0.081 0.018 -0.092
O 1.53863 1.57753 -3.52539 0.535 -1.382 1.312
O 0.54451 1.44106 3.23565 0.032 0.026 -0.112
O 2.54443 4.64932 -6.65180 -0.981 1.447 7.991
O -0.90942 -3.23557 0.27537 0.077 0.074 -0.108
N 3.86762 3.77755 -0.98018 -3.444 -5.026 0.079
N 1.48960 6.08479 -4.95724 1.466 -1.378 0.811
C 1.50992 0.70958 3.98762 -0.086 -0.058 -0.116
C -0.66129 1.78640 3.91297 0.086 0.097 -0.029
C 0.60665 0.79409 -2.74361 -3.138 0.916 -0.010
C -2.53910 1.55446 -5.46800 -0.290 1.047 -0.104
C 2.60042 -1.87384 -3.63621 0.104 -0.213 0.993
C -1.21151 -4.47114 -0.36858 -0.049 0.149 -0.027
C 3.04617 4.03124 -4.10901 -0.150 1.466 -0.807
C 2.96907 2.70595 -0.91773 2.287 4.151 -0.276
C -2.70042 -4.71430 -0.53911 -0.180 0.007 0.176
C 3.66679 2.61101 -4.55790 1.007 0.908 -0.863
C -4.25618 -1.76064 5.65473 0.121 0.080 -0.016
C -2.46792 -3.08476 6.61814 -0.054 -0.076 -0.134
C 3.33205 1.24531 -1.55565 0.486 -0.134 3.190
C -0.44047 2.68223 5.11981 0.175 -0.073 0.179
C -0.84748 -4.09495 2.58154 -0.023 -0.247 -0.024
C -1.51407 3.06360 -3.55948 0.887 0.316 0.296
C 1.55735 3.05631 -0.09050 1.479 -1.852 0.207
C 2.92238 -0.51649 -4.45615 0.214 -1.359 -1.531
C -4.38993 -0.79632 6.81976 0.062 -0.048 0.241
C -0.67629 0.43324 -3.75514 0.135 -0.298 -0.137
C -1.40129 -3.07306 1.60339 0.139 -0.015 0.032
C -1.89456 -0.32905 -2.96195 -0.168 -0.489 -0.935
C 2.35064 4.90334 -5.35592 0.776 -0.961 -4.644
C -1.19037 1.79334 -4.55074 -0.428 0.344 -0.446
C 1.00542 -0.64006 4.46619 -0.215 -0.039 0.144
C 3.64907 -2.30577 -2.46275 0.697 -0.894 0.277
C -3.31158 -4.31566 6.90247 -0.252 0.027 0.039
H -1.49352 -1.13230 -2.19723 -0.756 1.786 -1.349
H -0.33400 2.12812 -5.31172 -1.798 -0.742 1.809
H -1.09053 -2.07501 1.92832 0.005 -0.061 -0.264
H 0.99924 5.89428 -4.03749 1.051 0.150 -1.326
H -3.52785 1.40018 -4.81754 2.295 0.057 -1.342
H 1.00747 -0.13164 -2.17069 -0.458 1.454 -1.320
H -1.28019 2.32431 3.18780 0.232 -0.136 -0.091
H 4.74282 3.49100 -1.47250 -0.796 -0.082 0.302
H 0.20621 -0.53000 5.20443 0.073 -0.058 -0.006
H -0.47216 3.48825 -3.17068 -2.206 -0.892 -0.618
H -2.49553 -3.07408 1.60663 -0.024 -0.076 0.040
H -2.49019 -0.94702 -3.79127 1.147 1.399 1.878
H -3.19616 -4.85542 0.42535 0.016 -0.061 -0.082
H -5.37301 -0.31563 6.80752 0.124 -0.059 -0.022
H 1.08136 1.98630 0.14133 0.636 2.584 -0.498
H 1.81607 -1.20776 4.93333 -0.073 0.074 -0.076
H 0.24595 -4.11674 2.54103 -0.099 0.080 0.014
H 3.94204 -0.69540 -5.05099 -2.345 0.362 1.477
H -2.18469 2.79915 -2.62810 1.367 0.312 -1.864
H 3.95158 4.72025 -3.74698 -2.074 -1.359 -0.744
H 1.91513 3.49458 0.94948 -0.935 -0.668 -2.363
H 4.46207 1.02375 -1.23991 -2.694 0.629 -0.791
H -1.45748 -3.40885 6.34938 -0.115 0.199 -0.151
H 2.36275 0.54847 3.32066 -0.191 0.180 -0.075
H 0.12996 1.51646 -1.92153 1.109 -1.580 -1.563
H -0.73199 -5.30184 0.15816 -0.060 -0.044 0.054
H -2.42949 0.72984 -6.29154 -0.180 1.388 1.761
H -3.44287 -4.91315 5.99501 0.102 0.054 0.093
H 4.85548 2.71927 -4.54008 -2.934 -0.300 0.004
H -3.61665 -0.02288 6.77329 -0.114 -0.060 -0.071
H 2.10789 -0.33976 -5.29928 1.382 -0.245 2.071
H -1.20322 -5.10315 2.35027 -0.006 0.060 0.081
H -2.36651 -2.45929 7.51026 -0.066 -0.012 0.058
H 0.60140 -1.22106 3.63100 0.111 0.059 0.059
H 2.70092 0.44411 -0.93447 1.113 1.652 -1.695
H 4.63865 -2.77916 -2.93370 -2.250 1.195 0.956
H 0.84038 3.76308 -0.68592 1.484 -1.425 1.162
H 2.26596 4.04551 -3.24685 1.470 -0.368 -1.591
H -2.83767 -4.93478 7.67015 -0.036 0.078 -0.103
H -2.87505 -5.61261 -1.13928 0.042 0.117 0.057
H 4.00373 -1.44950 -1.75116 -0.890 -1.370 -1.513
H -3.17855 -3.86110 -1.03082 0.106 -0.107 -0.013
H -4.30829 -4.04283 7.26114 0.091 -0.061 0.042
H -2.65880 0.41241 -2.46066 1.686 -1.480 -0.842
H -1.39910 3.01295 5.53077 0.101 -0.034 -0.070
H 0.10041 2.15798 5.91299 -0.103 0.047 -0.007
H -4.28116 -1.30981 7.77911 -0.082 0.057 -0.045
H 3.16790 -3.14753 -1.77134 0.883 1.814 -1.663
H 0.15131 3.56129 4.84640 -0.129 -0.071 -0.023
H -5.00041 -2.56061 5.71490 -0.022 -0.014 0.089
H 1.51588 -1.97705 -3.19490 2.136 0.525 -1.178
H 1.87911 1.31341 4.82222 -0.039 -0.021 0.077
H 3.41112 2.38051 -5.70100 0.188 0.387 2.544
H -0.31055 -0.32027 -4.60494 -0.582 1.597 1.831
H -4.45873 -1.21820 4.72585 0.221 -0.171 0.018
H 2.13052 6.89971 -4.78445 -0.843 -0.984 -0.406
H -2.72399 2.58310 -6.04464 0.433 -2.242 1.167
H -2.03814 3.95831 -4.10821 0.982 -1.897 0.805
H -1.21630 0.88372 4.18593 0.008 -0.038 0.094
H -0.74846 -4.42385 -1.35926 0.062 0.181 0.177
H -1.16060 -3.85567 3.60229 0.000 0.036 -0.123
```
Positions in Å, forces in eV/Å.

Mulliken charges, unit e, in atom order: Br -0.4510; Br -0.1588; P 0.8750; O -0.2548; O -0.0181; O -0.3399; O -0.5389; O -0.2459; N -0.7048; N -0.5900; C -0.4306; C -0.0613; C -0.6379; C -1.3090; C 0.1262; C -0.3244; C 0.0423; C 0.1838; C -1.0447; C -0.8990; C -0.4258; C -0.3681; C -0.8537; C -1.1718; C -0.8000; C -0.7294; C -0.6527; C -1.0457; C -1.0243; C 0.4326; C -0.2381; C -1.1199; C 0.3588; C 0.4756; C -0.7989; C -0.8382; C -1.1967; H 0.2197; H 0.0860; H 0.0390; H 0.2973; H 0.2404; H 0.2062; H 0.3453; H 0.3166; H 0.2057; H -0.0893; H 0.3107; H 0.3425; H 0.2474; H 0.3991; H 0.0790; H 0.4547; H 0.2617; H 0.7280; H 0.1940; H 0.3418; H 0.3256; H 0.6591; H 0.3399; H 0.3277; H -0.0710; H 0.3402; H 0.3183; H 0.2999; H 0.4547; H 0.2407; H 0.3541; H 0.4245; H 0.3933; H 0.0611; H 0.3151; H 0.3285; H 0.2045; H -0.2510; H 0.3962; H 0.4006; H 0.1684; H 0.2476; H 0.2686; H 0.1962; H 0.4212; H 0.2726; H 0.2628; H 0.3110; H 0.3011; H 0.3519; H 0.1801; H 0.3453; H 0.3202; H 0.2264; H 0.3173; H 0.2983; H 0.3761; H 0.3869; H 0.0578; H 0.3315; H 0.0493

Record 3
Formula: C3H5F3
Source: OMol25
Level of theory: ωB97M-V/def2-TZVPD

Values from the calculation:
ΔE to the lowest compared entry with this formula, charge and spin (eV): 1.231
Kohn-Sham gap (eV): 12.96
LUMO level (eV): 0.98
SMILES string: FCCC(F)F

Geometry as XYZ:
```
11
Properties=species:S:1:pos:R:3:forces:R:3
F 1.47796 -1.66183 1.12682 -0.663 0.807 -1.366
F -0.71107 2.19083 -1.05771 0.328 -1.519 0.975
F 0.08924 -1.67770 -0.71145 1.673 -0.104 -0.786
C 0.46870 0.42044 0.38432 -1.621 0.874 -1.716
C -0.70481 0.81918 -0.62619 1.981 0.371 -1.379
C 0.40418 -1.05799 0.46837 -2.307 -1.906 2.346
H 0.26496 0.91661 1.32137 0.414 -0.204 0.447
H 1.42616 0.66457 -0.03324 0.445 0.686 -0.225
H -0.50748 0.20135 -1.50746 -0.042 0.591 -0.154
H -0.50081 -1.38611 1.00124 0.452 0.403 0.850
H -1.70703 0.57064 -0.36609 -0.658 0.001 1.009
```
Positions in Å, forces in eV/Å.

Mulliken charges, unit e, in atom order: F -0.2663; F -0.3026; F -0.2686; C -0.4166; C -0.3996; C 0.2895; H 0.2553; H 0.2833; H 0.2810; H 0.2010; H 0.3434